Record 1
Here is a single CH4O molecule at a distorted geometry from the OMol25 dataset. Energies are from ωB97M-V/def2-TZVPD.

Each atom is followed by the atoms it is bonded to, with distances in Å.
Geometry (Å):
1 C -0.59 0.21 -0.15  H3 0.996, O4 1.388, H5 1.273, H6 1.186
2 H 0.88 -0.17 1.11  O4 1.050
3 H -1.27 -0.10 0.51  C1 0.996
4 O 0.69 -0.27 0.08  C1 1.388, H2 1.050
5 H -1.04 -0.26 -1.24  C1 1.273
6 H -0.60 1.40 -0.13  C1 1.186

The calculation puts the molar mass at 32.0 g mol⁻¹. For the energy relative to the best compared isomer or geometry (same formula, charge and spin), the calculation gives 21.57 kcal per mole. The net charge is 0. For the total energy, the calculation gives -3147.877 eV. The structure (SMILES) is CO. The calculation puts the HOMO energy at -10.360 eV. The gap between HOMO and LUMO is 11.3 eV.

Partial charges, Mulliken, in e: -0.47, 0.31, 0.27, -0.48, 0.17, 0.20

=====

Record 2
Here is a gas-phase ion, CH4O2P (charge -1) at a distorted geometry from the OMol25 dataset. Energies are from ωB97M-V/def2-TZVPD.

Each atom is followed by the atoms it is bonded to, with distances in Å.
Geometry (Å):
1 H -0.53 1.58 -0.66  C8 1.094
2 P 1.59 0.30 -0.55  O3 1.488, O4 2.068, C8 1.905
3 O 2.22 0.93 0.64  P2 1.488
4 O 1.47 -1.69 0.00  P2 2.068, H5 0.956
5 H 2.01 -1.63 0.79  O4 0.956
6 H -0.85 -0.15 -0.88  C8 1.085
7 H -0.53 0.50 0.75  C8 1.091
8 C -0.28 0.58 -0.31  H1 1.094, P2 1.905, H6 1.085, H7 1.091

The calculation puts the molar mass at 79.0 g mol⁻¹. For the energy relative to the best compared isomer or geometry (same formula, charge and spin), the calculation gives 23.95 kcal per mole. The net charge is -1. For the total energy, the calculation gives -14487.111 eV. The structure (SMILES) is CP([O-])O. The calculation puts the HOMO energy at -2.916 eV. The gap between HOMO and LUMO is 7.7 eV.

Partial charges, Mulliken, in e: 0.30, 0.16, -0.57, -0.72, 0.24, 0.28, 0.21, -0.91

=====

Record 3
Here is 2 unconnected molecules or ions with the total composition CH4O2P2 at a distorted geometry from the OMol25 dataset. Energies are from ωB97M-V/def2-TZVPD.

Each atom is followed by the atoms it is bonded to, with distances in Å.
Geometry (Å):
1 H 0.94 -2.19 0.00  P8 1.432
2 H 0.70 0.89 -0.37  C9 1.080
3 O 2.78 1.54 -0.20  P4 1.457
4 P 3.49 0.34 -0.63  O3 1.457, O6 1.603
5 H -0.09 1.05 1.24  C9 1.082
6 O 2.72 -0.97 -0.13  P4 1.603, P8 1.659
7 H -1.00 0.09 -0.15  C9 1.076
8 P 1.58 -1.40 1.01  H1 1.432, O6 1.659
9 C -0.18 0.69 0.22  H2 1.080, H5 1.082, H7 1.076

The calculation puts the molar mass at 110.0 g mol⁻¹. For the energy relative to the best compared isomer or geometry (same formula, charge and spin), the calculation gives 60.10 kcal per mole. The net charge is 0. For the total energy, the calculation gives -23772.554 eV. The calculation puts the HOMO energy (alpha / beta) at -8.706 / -8.361 eV. The gap between HOMO and LUMO (alpha / beta) is 8.0 / 8.1 eV.

Partial charges, Mulliken, in e: 0.04, 0.25, -0.44, 0.38, 0.34, -0.13, 0.37, 0.10, -0.92

=====

Record 4
Here is 2 unconnected molecules or ions with the total composition CH4O2S at a distorted geometry from the OMol25 dataset. Energies are from ωB97M-V/def2-TZVPD.

Each atom is followed by the atoms it is bonded to, with distances in Å.
Geometry (Å):
1 H 1.64 0.78 0.50  C2 1.155
2 C 0.75 0.05 0.36  H1 1.155, O6 1.396, H7 1.101, O8 1.412
3 H 0.35 -1.79 0.05  O8 0.938
4 S -2.38 -0.22 0.03  H5 1.308
5 H -2.58 0.74 -0.84  S4 1.308
6 O -0.27 0.80 -0.22  C2 1.396
7 H 0.52 -0.14 1.42  C2 1.101
8 O 1.04 -1.21 -0.20  C2 1.412, H3 0.938

The calculation puts the molar mass at 80.1 g mol⁻¹. For the energy relative to the best compared isomer or geometry (same formula, charge and spin), the calculation gives 87.14 kcal per mole. The net charge is 0. For the total energy, the calculation gives -16028.297 eV. The calculation puts the HOMO energy (alpha / beta) at -10.168 / -10.168 eV. The gap between HOMO and LUMO (alpha / beta) is 7.5 / 7.5 eV.

Partial charges, Mulliken, in e: 0.24, -0.14, 0.32, -0.01, 0.17, -0.42, 0.28, -0.45

=====

Record 5
Here is 2 unconnected molecules or ions with the total composition CH4O2S at a distorted geometry from the OMol25 dataset. Energies are from ωB97M-V/def2-TZVPD.

Each atom is followed by the atoms it is bonded to, with distances in Å.
Geometry (Å):
1 H -2.15 -0.01 0.36  S8 1.375
2 O 1.64 -0.38 0.65  C6 1.188
3 H -3.27 1.29 -0.79  S8 1.478
4 H 2.44 0.01 -1.38  O5 0.908
5 O 3.16 0.21 -0.87  H4 0.908, C6 1.331
6 C 2.77 -0.16 0.35  O2 1.188, O5 1.331, H7 1.135
7 H 3.53 -0.05 1.19  C6 1.135
8 S -3.48 0.07 0.02  H1 1.375, H3 1.478

The calculation puts the molar mass at 80.1 g mol⁻¹. For the energy relative to the best compared isomer or geometry (same formula, charge and spin), the calculation gives 13.73 kcal per mole. The net charge is 0. For the total energy, the calculation gives -16031.480 eV. The structure (SMILES) is O=CO.S. The calculation puts the HOMO energy at -9.636 eV. The gap between HOMO and LUMO is 10.3 eV.

Partial charges, Mulliken, in e: 0.16, -0.45, 0.16, 0.31, -0.38, 0.22, 0.30, -0.32

=====

Record 6
Here is 2 unconnected molecules or ions with the total composition CH4O3 at a distorted geometry from the OMol25 dataset. Energies are from ωB97M-V/def2-TZVPD.

Each atom is followed by the atoms it is bonded to, with distances in Å.
Geometry (Å):
1 H 0.20 0.16 -0.33  O6 1.003
2 H 2.01 -0.45 1.49  O4 0.997
3 H 2.31 -1.06 0.05  O4 1.016
4 O 1.70 -0.42 0.54  H2 0.997, H3 1.016
5 C -1.62 0.41 -0.38  O6 1.354, H7 1.079, O8 1.213
6 O -0.51 -0.03 -1.01  H1 1.003, C5 1.354
7 H -2.56 0.12 -0.83  C5 1.079
8 O -1.54 1.27 0.47  C5 1.213

The calculation puts the molar mass at 64.0 g mol⁻¹. For the energy relative to the best compared isomer or geometry (same formula, charge and spin), the calculation gives 9.31 kcal per mole. The net charge is 0. For the total energy, the calculation gives -7244.247 eV. The structure (SMILES) is O=CO.O. The calculation puts the HOMO energy at -10.429 eV. The gap between HOMO and LUMO is 10.8 eV.

Partial charges, Mulliken, in e: 0.38, 0.31, 0.32, -0.66, 0.20, -0.42, 0.35, -0.50